Version one
The following is a quantum chemistry calculation of 2 unconnected molecules or ions with the total composition C11H15N2, from the Open Molecules 2025 dataset.

Kohn-Sham gap in eV: 8.56

Structure (ORCA input):
```
! RIJCOSX wB97M-V def2-TZVPD def2/J DEFGRID3
* xyz 1 1
C -3.14921 -0.40621 1.70052
C -2.45775 -1.15908 0.74194
C -2.86380 0.93909 1.77094
C -1.61533 -0.54496 -0.12799
C -1.97721 1.57354 0.95010
C -1.33201 0.85649 0.04541
C 0.06045 1.15400 -1.95662
C 2.06801 -0.72669 1.50322
C 1.65240 -1.30783 0.37622
C 3.31528 -0.87232 2.28405
C 1.03779 0.46813 -4.20143
N -0.46443 1.53554 -0.82377
N 0.57104 0.85200 -2.98954
H -4.01676 -0.70053 2.23775
H -2.49010 -2.25739 0.72537
H -3.40957 1.56263 2.36903
H -1.05505 -1.20930 -0.80473
H -1.86181 2.67568 0.99798
H 0.62365 -1.29472 0.08831
H 2.34337 -1.81610 -0.33059
H -0.45919 2.57613 -0.59115
H 3.05883 -0.48138 3.30546
H 4.08591 -0.30833 1.92269
H 3.63171 -1.88102 2.31473
H 1.10265 1.25852 -4.94947
H 0.38011 -0.28946 -4.55878
H 2.02594 0.06557 -3.95891
H 1.19511 -0.26198 1.95926
*
```

Löwdin population analysis, charges in e, atoms 1 to 5: C -0.029; C -0.059; C -0.059; C -0.038; C -0.043

Version two
The following is a quantum chemistry calculation of a gas-phase ion, C11H15N2 (charge +1), from the Open Molecules 2025 dataset.

SMILES: C[C@@H]1[C@@H](c2ccccc2)[NH+]=CN1C
Kohn-Sham gap in eV: 9.50

Structure (ORCA input):
```
! RIJCOSX wB97M-V def2-TZVPD def2/J DEFGRID3
* xyz 1 1
C -1.36334 1.78637 1.06558
C -0.48323 0.47340 0.77260
C -0.81222 -0.34601 -0.58019
C 0.33734 -0.26227 -1.56897
C 0.67284 0.98893 -2.08569
C 1.49466 1.08677 -3.21652
C 2.32382 0.03955 -3.57751
C 2.14427 -1.18795 -2.86014
C 1.05792 -1.35676 -1.99144
N -1.13436 -1.68297 -0.04622
C -0.99839 -1.65702 1.22835
N -0.53716 -0.57804 1.75072
C -0.40299 -0.41288 3.17061
H -0.70711 2.44354 1.66014
H -2.30518 1.42449 1.42066
H -1.51856 2.50930 0.16087
H 0.44539 0.85610 0.61719
H -1.78979 -0.00841 -1.02581
H 0.20536 1.89400 -1.77809
H 1.58065 1.95390 -3.80691
H 3.09674 0.21782 -4.33169
H 2.64191 -2.14835 -3.15219
H 0.79462 -2.33570 -1.80206
H -1.37743 -2.56421 -0.50547
H -1.04371 -2.50960 1.83457
H -0.55580 0.58013 3.37379
H -0.90754 -1.06036 3.81979
H 0.58916 -0.48239 3.30999
*
```

Löwdin population analysis, charges in e, atoms 1 to 5: C 0.001; C -0.197; C -0.127; C -0.194; C -0.025

Stability summary - winner: version two; margin: 2.134 eV.

Version one
The following is a quantum chemistry calculation of a single C19H22N2O4 molecule, from the Open Molecules 2025 dataset.

SMILES: CCN(CC)CCC(=O)Nc1cc2cc3c(C)coc3cc2oc1=O
Kohn-Sham gap in eV: 8.13

Structure (ORCA input):
```
! RIJCOSX wB97M-V def2-TZVPD def2/J DEFGRID3
* xyz 0 1
C -1.95630 -1.68845 4.21903
C -0.37667 -1.58703 4.15591
N 0.14814 -2.71258 3.23005
C -0.03974 -4.07387 3.66872
C 0.37447 -4.31083 5.17723
C 1.59550 -2.51816 2.65400
C 1.60263 -2.65188 1.19967
C 0.95870 -1.36952 0.45676
O 1.10573 -0.22588 1.03584
N 0.35852 -1.53860 -0.80141
C 0.20057 -0.56807 -1.81879
C 0.25049 0.80441 -1.55055
C -0.09934 1.72395 -2.71147
C -0.24308 3.08089 -2.62444
C -0.55496 3.93935 -3.73621
C -0.58861 5.29351 -3.79548
C -0.06646 6.29207 -2.80242
C -0.94004 5.51079 -5.11877
O -1.15500 4.35153 -5.82535
C -0.85559 3.33004 -4.91281
C -0.68591 1.98466 -4.99500
C -0.25508 1.19283 -3.98349
O -0.15872 -0.16716 -4.22999
C 0.17635 -1.00495 -3.22405
O 0.55777 -2.18009 -3.41820
H -2.25518 -0.69730 4.25532
H -2.31420 -2.18171 5.07216
H -2.38931 -2.11267 3.34430
H 0.13120 -1.63841 5.11900
H -0.10899 -0.64332 3.64740
H -1.05618 -4.30580 3.58671
H 0.55903 -4.73205 3.10015
H 1.44556 -3.97254 5.22100
H 0.35913 -5.31801 5.35293
H -0.35160 -3.79281 5.81319
H 2.04839 -1.53029 2.91309
H 2.27291 -3.28135 2.95944
H 2.55450 -2.95065 0.78568
H 0.86168 -3.43578 1.00783
H 0.22475 -2.49688 -1.10537
H 0.24671 1.24371 -0.55624
H 0.00413 3.41890 -1.63134
H 1.02013 6.00723 -2.76460
H -0.27664 7.33177 -3.14522
H -0.42484 6.14031 -1.77772
H -1.08641 6.45775 -5.49060
H -0.81814 1.58297 -5.95588
*
```

Löwdin population analysis, charges in e, atoms 1 to 5: C -0.063; C -0.167; N -0.152; C -0.258; C -0.062

Version two
The following is a quantum chemistry calculation of a molecular structure, C19H22N2O4, from the Open Molecules 2025 dataset.

Kohn-Sham gap in eV: 7.96

Structure (ORCA input):
```
! RIJCOSX wB97M-V def2-TZVPD def2/J DEFGRID3
* xyz 0 1
C 4.76482 5.31721 -0.85862
H 5.38920 4.89610 -0.04207
O 4.28820 4.03496 -1.48388
C 3.60164 3.19151 -0.93650
C 3.33769 3.20325 0.24988
C 2.50058 2.41844 0.93584
C 2.02137 1.44328 0.15851
C 2.51684 1.08710 -1.05764
C 3.29748 2.10913 -1.63105
H 3.45343 2.06442 -2.73678
H 2.13576 0.36770 -1.46468
N 1.45705 0.18290 0.90435
C 0.68158 0.09702 1.82180
O 0.47063 1.16768 2.82282
N 0.22637 -1.13303 2.35778
C -1.00846 -0.90513 3.27541
C -2.29064 -1.72412 2.53877
C -2.20641 -1.73715 1.15095
C -1.01144 -2.27124 0.70399
C -0.92200 -2.15045 -0.72421
C -1.89545 -2.11229 -1.58683
C -3.22732 -1.55586 -0.86722
C -3.33126 -1.58272 0.52080
H -4.29725 -1.19885 0.93881
O -4.10592 -1.77148 -1.68096
C -5.58181 -1.30595 -1.28629
H -6.20023 -1.15706 -2.35022
H -5.50415 -0.34621 -0.61422
H -5.90664 -1.88749 -0.66492
O -2.07941 -2.13104 -2.97006
C -0.78000 -2.51555 -3.49345
H 0.05384 -1.76639 -3.46498
H -0.44019 -3.44261 -3.25851
H -1.02958 -2.48750 -4.78810
H 0.10271 -2.47928 -1.28414
C 0.14409 -2.23678 1.74951
H 1.24477 -2.46502 1.03754
H -0.07030 -2.88408 2.25184
H -2.26410 -2.75527 3.12625
H -3.09545 -1.10284 3.16421
H -1.36812 0.07308 3.46604
H -0.72881 -1.28362 4.31609
H 1.15234 -0.44266 0.11492
H 2.22791 2.47700 1.91667
H 3.71082 4.16455 1.10598
H 3.91408 5.78818 -0.55092
H 5.33825 5.85460 -1.68840
*
```

Löwdin population analysis, charges in e, atoms 1 to 5: C 0.034; H 0.098; O -0.015; C -0.563; C -0.058

Stability summary - winner: version one; margin: 15.444 eV.

Version one
The following is a quantum chemistry calculation of 2 unconnected molecules or ions with the total composition C4H9FO, from the Open Molecules 2025 dataset.

Kohn-Sham gap in eV: 10.08

Structure (ORCA input):
```
! RIJCOSX wB97M-V def2-TZVPD def2/J DEFGRID3
* xyz 0 1
C -0.62229 -1.07093 0.33959
C 0.93244 0.61042 -0.76056
C 0.55651 -0.12245 0.62777
C -3.58104 -0.30975 -0.45616
O -3.62064 -0.79166 0.69921
F -4.00494 0.92384 -0.60021
H -0.16559 -1.93671 -0.14586
H -1.18659 -1.23528 1.29137
H -1.31295 -0.52311 -0.26657
H 1.94345 0.94912 -0.64823
H 1.07631 -0.11697 -1.52342
H 0.21773 1.38250 -0.88044
H 1.33484 -0.78020 1.04953
H 0.33758 0.64942 1.34181
H -4.09401 -0.39999 1.48575
*
```

Löwdin population analysis, charges in e, atoms 1 to 5: C -0.143; C -0.089; C -0.282; C -0.240; O 0.068

Version two
The following is a quantum chemistry calculation of a single C4H9FO molecule, from the Open Molecules 2025 dataset.

SMILES: C[C@H](O)CCF
Kohn-Sham gap in eV: 11.58

Structure (ORCA input):
```
! RIJCOSX wB97M-V def2-TZVPD def2/J DEFGRID3
* xyz 0 1
C 0.61161 1.34829 1.19561
C 0.52130 -0.01532 0.51835
O 1.62196 -0.25621 -0.30969
C -0.72558 -0.07722 -0.27240
C -0.92971 -1.42956 -0.94592
F -1.76871 -1.24267 -2.07724
H 0.52907 2.15077 0.49246
H -0.05610 1.52573 2.05383
H 1.61848 1.55433 1.60425
H 0.57032 -0.84882 1.25003
H 1.36979 0.38428 -1.00264
H -0.54707 0.54994 -1.12364
H -1.59935 0.25538 0.32569
H -1.34350 -2.27066 -0.30490
H 0.12750 -1.62826 -1.40378
*
```

Löwdin population analysis, charges in e, atoms 1 to 5: C -0.051; C -0.508; O -0.037; C -0.178; C -0.173

Stability summary - winner: version two; margin: 2.179 eV.

Version one
The following is a quantum chemistry calculation of 2 unconnected molecules or ions with the total composition C17H19NO, from the Open Molecules 2025 dataset.

SMILES: CCc1c[nH]c2ccccc12.Cc1ccc(O)cc1
Kohn-Sham gap in eV: 8.32

Structure (ORCA input):
```
! RIJCOSX wB97M-V def2-TZVPD def2/J DEFGRID3
* xyz 0 1
C -2.65835 3.12207 -0.72215
C -3.26498 1.73535 -0.69551
C -2.32402 0.67136 -0.17219
C -1.89114 0.64558 1.11555
N -1.06591 -0.44119 1.31580
C -0.90535 -1.05887 0.09952
C -0.51184 -2.40516 -0.06486
C -0.82970 -2.99870 -1.25285
C -1.33793 -2.27705 -2.36794
C -1.77448 -0.99638 -2.13716
C -1.66953 -0.38577 -0.86487
H -2.04324 3.27855 -1.61054
H -2.01865 3.33536 0.13783
H -3.35790 3.95391 -0.78482
H -4.14566 1.63922 -0.05215
H -3.66453 1.48290 -1.67724
H -1.93646 1.41425 1.86300
H -0.48806 -0.50185 2.13465
H 0.03806 -3.00107 0.65084
H -0.77674 -4.06593 -1.40222
H -1.46907 -2.70724 -3.34996
H -2.00294 -0.30348 -2.94284
C 2.81470 -0.52946 -1.60898
C 2.65544 -0.13373 -0.16119
C 3.56842 -0.53842 0.80643
C 3.38698 -0.27631 2.16091
C 2.27072 0.41683 2.58677
O 1.67421 0.36861 3.81651
C 1.49791 1.01917 1.57833
C 1.56693 0.64092 0.27115
H 3.38338 -1.45018 -1.67021
H 3.26936 0.29533 -2.15897
H 1.82296 -0.66335 -2.05290
H 4.43952 -1.02000 0.37771
H 4.06423 -0.65783 2.91078
H 2.09818 -0.27323 4.38842
H 0.80700 1.75601 1.94564
H 0.77848 0.90975 -0.41030
*
```

Löwdin population analysis, charges in e, atoms 1 to 5: C -0.106; C -0.201; C -0.190; C -0.059; N 0.085

Version two
The following is a quantum chemistry calculation of 2 unconnected molecules or ions with the total composition C17H19NO, from the Open Molecules 2025 dataset.

SMILES: Cc1c[nH]c2ccccc12.CCc1ccc(O)cc1
Kohn-Sham gap in eV: 8.36

Structure (ORCA input):
```
! RIJCOSX wB97M-V def2-TZVPD def2/J DEFGRID3
* xyz 0 1
C -2.54056 3.37215 1.76162
C -1.73199 2.12925 1.63642
C -2.08688 0.89362 2.07150
N -1.00068 0.05038 2.09801
C 0.08642 0.70725 1.57375
C 1.34114 0.26257 1.18341
C 2.20886 1.21240 0.66865
C 1.82527 2.54085 0.46758
C 0.56051 2.97819 0.82449
C -0.31661 2.04633 1.36643
H -2.17015 3.95783 2.60777
H -3.59797 3.22247 1.90876
H -2.45033 4.01018 0.89234
H -3.05639 0.56235 2.36233
H -1.04155 -0.95239 2.14557
H 1.53518 -0.79686 1.29014
H 3.14066 0.87211 0.23073
H 2.55478 3.16457 -0.03585
H 0.30133 4.00130 0.59500
C 3.14699 -2.14207 -1.83436
C 1.90110 -1.56103 -2.49365
C 0.60249 -1.65818 -1.72896
C 0.15306 -2.85244 -1.19216
C -1.03716 -2.88701 -0.47155
C -1.80051 -1.74177 -0.35270
O -3.00822 -1.73732 0.33865
C -1.41751 -0.54072 -0.93506
C -0.17207 -0.51103 -1.55141
H 2.93739 -3.10360 -1.37771
H 3.50229 -1.51169 -1.01363
H 3.94742 -2.19286 -2.56392
H 2.08242 -0.55285 -2.84717
H 1.73204 -2.09568 -3.43511
H 0.68055 -3.78635 -1.33145
H -1.38812 -3.80657 -0.04649
H -3.63594 -2.35684 -0.03778
H -1.99784 0.36643 -0.88663
H 0.21058 0.43703 -1.88757
*
```

Löwdin population analysis, charges in e, atoms 1 to 5: C -0.051; C -0.231; C -0.068; N 0.091; C -0.227

Stability summary - winner: version two; margin: 1.113 eV.